No. 1
The following is a quantum chemistry calculation of a molecular structure, C66H67F5N5O4P2Ti in a non-equilibrium geometry, from the Open Molecules 2025 dataset.

2S+1: 3
LUMO (spin up / spin down), hartree: 0.0751 / 0.0751
Net charge: -1

XYZ file:
```
150
Properties=species:S:1:pos:R:3:mulliken_charge:R:1
Ti -0.389 -1.665 0.057 0.001
O -0.481 -0.778 -1.542 0.258
C -0.977 -1.307 -2.718 0.955
C -1.854 -2.541 -2.384 -1.820
C -0.907 -3.614 -1.933 0.127
C -0.862 -4.815 -2.600 -0.471
C 0.112 -5.759 -2.278 -1.371
C 1.052 -5.396 -1.314 -0.762
C 0.969 -4.181 -0.664 -0.640
C 1.997 -3.874 0.393 -2.364
C 2.331 -2.369 0.595 1.339
O 1.118 -1.748 0.843 -0.388
C 3.457 -2.163 1.641 0.208
C 4.135 -3.250 2.141 -0.093
C 5.392 -3.373 2.746 -1.223
C 6.381 -2.409 3.031 -0.529
C 6.148 -1.095 3.228 -1.434
C 4.751 -0.595 3.218 0.735
C 3.042 -1.762 -0.611 1.977
C 4.101 -2.403 -1.246 -0.365
C 4.908 -1.724 -2.139 -1.421
C 4.685 -0.382 -2.405 -0.983
C 3.613 0.259 -1.804 -0.401
C 2.777 -0.432 -0.941 -0.843
N -0.043 -3.297 -0.916 1.086
C -1.734 -0.252 -3.531 0.303
C -3.081 -0.346 -3.855 -0.474
C -3.653 0.535 -4.760 -0.773
C -2.898 1.545 -5.331 -0.913
C -1.569 1.683 -4.965 -0.542
C -0.996 0.791 -4.080 0.496
C 0.085 -1.782 -3.734 0.365
C -0.280 -2.456 -4.897 -0.439
C 0.676 -2.821 -5.826 -1.061
C 2.010 -2.504 -5.627 -0.951
C 2.375 -1.808 -4.491 -0.456
C 1.416 -1.453 -3.559 1.000
H -2.419 -2.890 -3.251 1.188
H -2.563 -2.256 -1.608 0.330
H -1.587 -5.018 -3.377 0.474
H 0.153 -6.717 -2.772 0.449
H 1.855 -6.077 -1.066 0.592
H 2.901 -4.432 0.154 1.214
H 1.616 -4.247 1.352 0.440
H 3.639 -4.209 2.076 0.150
H 5.687 -4.397 2.959 0.350
H 7.392 -2.784 3.171 0.367
H 6.962 -0.395 3.361 0.377
H 4.769 0.490 3.383 0.652
H 4.339 -3.429 -1.010 0.414
H 5.723 -2.247 -2.620 0.348
H 5.344 0.157 -3.072 0.303
H 3.417 1.302 -2.013 0.386
H 1.911 0.051 -0.495 0.068
H -3.699 -1.112 -3.412 0.393
H -4.699 0.424 -5.021 0.410
H -3.340 2.216 -6.057 0.365
H -0.974 2.474 -5.399 0.387
H 0.050 0.875 -3.830 0.429
H -1.317 -2.691 -5.090 0.437
H 0.379 -3.346 -6.723 0.442
H 2.757 -2.788 -6.356 0.399
H 3.404 -1.529 -4.325 0.339
H 1.682 -0.910 -2.670 -0.476
O -1.004 0.430 1.321 1.902
N -2.300 0.769 1.763 -0.880
C -2.522 0.984 3.000 -1.478
C -1.690 1.074 4.192 0.774
C -2.027 2.091 5.102 -0.692
C -1.296 2.300 6.249 -0.754
C -0.196 1.491 6.520 -0.850
C 0.151 0.494 5.632 -0.074
C -0.595 0.243 4.480 -0.536
P -0.098 -1.117 3.325 3.383
C -0.267 -2.547 4.454 -0.343
C -0.951 -2.543 5.664 -1.193
C -1.186 -3.728 6.339 -0.711
C -0.761 -4.933 5.810 -0.785
C -0.096 -4.951 4.593 -0.655
C 0.135 -3.770 3.921 0.214
C 1.672 -0.755 3.326 0.418
C 2.574 -1.380 4.216 0.552
C 3.921 -1.270 4.262 -2.027
C 4.085 -0.788 1.791 0.240
C 3.110 0.325 1.658 -1.292
C 1.981 0.274 2.381 -1.012
H -1.004 0.800 0.397 -0.032
H -3.564 1.257 3.162 0.514
H -2.882 2.726 4.896 0.418
H -1.572 3.088 6.938 0.375
H 0.368 1.637 7.432 0.442
H 1.016 -0.120 5.837 0.445
H -1.314 -1.612 6.075 0.407
H -1.723 -3.710 7.278 0.384
H -0.969 -5.858 6.331 0.344
H 0.213 -5.892 4.160 0.436
H 0.609 -3.764 2.947 -0.105
H 2.114 -2.006 4.976 0.454
H 4.461 -1.802 5.031 0.281
H 4.894 -0.687 1.058 0.796
H 3.361 1.191 1.059 0.573
H 1.203 1.011 2.200 0.298
F -2.827 -1.489 0.324 -0.428
C -2.122 -2.493 1.053 1.230
F -2.418 -3.655 0.302 -0.347
C -2.986 -2.720 2.291 0.393
F -2.900 -1.755 3.212 -0.107
F -2.663 -3.870 2.901 -0.276
F -4.310 -2.821 2.004 -0.327
O -1.442 1.797 -0.875 -0.460
P -1.667 3.193 -1.253 -1.992
N -0.541 3.677 -2.370 0.695
C -0.554 4.752 -3.332 -0.583
C 0.801 4.610 -4.027 -0.753
C 1.720 4.164 -2.890 -0.705
C 0.825 3.264 -2.040 0.358
N -1.470 4.233 0.065 0.518
C -1.215 5.663 -0.014 -0.462
C -1.520 6.183 1.393 -0.779
C -2.622 5.241 1.872 -0.820
C -2.152 3.902 1.314 0.399
N -3.179 3.398 -1.935 0.478
C -4.130 2.298 -1.824 0.304
C -5.264 2.776 -2.718 -0.540
C -5.358 4.255 -2.342 -0.789
C -3.903 4.653 -2.046 -0.210
H -0.630 5.745 -2.859 0.361
H -1.398 4.625 -4.016 0.205
H 1.126 5.539 -4.495 0.486
H 0.748 3.829 -4.784 0.157
H 2.046 5.031 -2.313 0.393
H 2.602 3.640 -3.252 0.381
H 1.020 3.371 -0.968 0.382
H 0.941 2.207 -2.292 -0.883
H -1.865 6.157 -0.749 0.313
H -0.176 5.852 -0.302 0.188
H -1.824 7.229 1.393 0.394
H -0.642 6.067 2.031 0.372
H -3.585 5.531 1.443 0.326
H -2.715 5.222 2.956 0.337
H -2.961 3.191 1.139 0.150
H -1.440 3.440 2.006 -0.228
H -4.482 2.163 -0.792 0.291
H -3.658 1.374 -2.151 -0.617
H -6.191 2.230 -2.550 0.438
H -4.967 2.668 -3.762 0.164
H -5.966 4.371 -1.444 0.310
H -5.795 4.856 -3.137 0.422
H -3.852 5.238 -1.121 -0.003
H -3.471 5.252 -2.855 0.280
```

***

No. 2
The following is a quantum chemistry calculation of 13 unconnected molecules or ions with the total composition C62H159N13O13 in a non-equilibrium geometry, from the Open Molecules 2025 dataset.

LUMO, hartree: 0.0220
Net charge: 0

XYZ file:
```
247
Properties=species:S:1:pos:R:3:mulliken_charge:R:1
C -5.788 0.790 3.266 -1.751
C -4.332 0.882 2.744 1.842
C -3.892 2.265 2.478 -1.561
O -4.015 3.029 3.675 -0.345
C -4.129 4.404 3.414 -0.836
N -3.510 0.101 3.591 0.014
H -5.900 0.956 4.327 0.402
H -6.116 -0.188 3.001 0.240
H -6.437 1.479 2.781 0.542
H -4.314 0.539 1.722 -0.791
H -4.534 2.673 1.706 0.824
H -2.862 2.360 2.096 0.420
H -5.034 4.647 2.877 0.354
H -3.272 4.789 2.842 0.276
H -4.187 4.817 4.440 0.264
H -3.646 0.522 4.509 0.535
H -2.581 0.046 3.163 -0.570
C 8.246 3.596 -4.244 -1.263
C 7.434 4.879 -4.135 0.426
C 6.637 4.947 -2.829 -0.824
O 5.553 4.030 -2.951 -0.007
C 5.083 3.549 -1.729 -0.639
N 8.226 6.139 -4.180 -0.699
H 7.463 2.820 -4.325 0.183
H 8.872 3.327 -3.382 0.316
H 8.870 3.629 -5.137 0.387
H 6.717 4.920 -4.926 0.273
H 6.256 5.970 -2.468 0.305
H 7.300 4.563 -1.994 0.315
H 4.110 3.057 -1.862 -0.014
H 4.926 4.433 -1.032 0.422
H 5.713 2.841 -1.214 0.337
H 8.479 6.418 -5.164 0.276
H 9.113 5.937 -3.828 0.247
C 4.652 -5.326 1.561 -0.897
C 3.289 -4.915 2.127 0.769
C 2.279 -4.875 0.993 0.614
O 1.860 -6.230 0.738 -0.587
C 0.822 -6.278 -0.233 -0.440
N 2.804 -5.979 3.071 -0.650
H 4.631 -6.159 0.834 0.248
H 5.433 -5.527 2.329 0.368
H 5.073 -4.488 1.029 0.144
H 3.333 -3.906 2.552 -0.368
H 2.606 -4.347 0.075 0.029
H 1.363 -4.415 1.377 -0.263
H 0.143 -5.402 -0.056 -0.111
H 0.169 -7.178 -0.182 0.405
H 1.233 -6.290 -1.227 0.239
H 2.835 -6.785 2.518 0.325
H 3.496 -5.997 3.820 0.296
C -4.461 -3.801 -5.877 -1.230
C -4.340 -4.368 -4.434 0.208
C -2.931 -4.860 -4.058 0.406
O -2.960 -5.552 -2.811 -0.382
C -1.707 -5.997 -2.467 -0.366
N -4.833 -3.426 -3.446 -0.535
H -5.506 -3.699 -6.175 0.379
H -4.102 -4.596 -6.542 0.396
H -3.954 -2.839 -5.959 0.088
H -4.905 -5.317 -4.384 0.330
H -2.183 -4.033 -4.048 -0.553
H -2.537 -5.611 -4.795 0.588
H -1.353 -6.725 -3.256 0.337
H -1.779 -6.405 -1.482 0.370
H -0.994 -5.164 -2.452 -0.087
H -4.788 -3.859 -2.513 0.245
H -4.286 -2.582 -3.310 0.037
C -6.494 -4.301 1.226 -0.650
C -6.941 -2.871 0.842 0.070
C -7.951 -2.340 1.849 -0.865
O -8.517 -1.150 1.330 -0.321
C -9.260 -0.481 2.296 -0.660
N -5.827 -1.983 0.745 0.105
H -5.766 -4.257 2.024 -0.222
H -5.975 -4.786 0.360 0.206
H -7.433 -4.822 1.519 0.489
H -7.453 -2.927 -0.136 0.399
H -7.595 -2.185 2.847 0.348
H -8.792 -3.065 1.900 0.509
H -10.171 -0.970 2.728 0.272
H -9.618 0.492 1.859 0.275
H -8.638 -0.160 3.176 0.213
H -6.049 -1.055 0.431 0.322
H -5.300 -1.936 1.608 -0.426
C -4.531 1.233 -3.888 -1.448
C -3.091 1.832 -3.825 0.598
C -2.028 1.000 -4.546 0.990
O -2.359 1.022 -5.917 -0.554
C -1.659 0.133 -6.775 -0.170
N -3.085 3.227 -4.364 -0.251
H -4.919 1.263 -4.918 0.363
H -5.163 1.779 -3.193 0.433
H -4.398 0.199 -3.530 0.115
H -2.735 1.924 -2.752 -0.050
H -2.100 -0.040 -4.154 -0.533
H -1.032 1.412 -4.288 -0.209
H -0.533 0.373 -6.896 0.046
H -2.247 0.171 -7.688 0.405
H -1.732 -0.890 -6.379 -0.098
H -3.953 3.682 -4.303 0.295
H -2.872 3.138 -5.385 0.243
C -0.601 -3.304 7.770 -1.489
C -1.167 -4.060 6.583 0.423
C -2.414 -3.456 5.902 -0.031
O -2.934 -4.343 5.061 -0.490
C -3.825 -3.756 4.192 -0.194
N -0.207 -4.274 5.508 -0.399
H -1.302 -2.946 8.516 0.420
H -0.179 -2.289 7.482 0.164
H 0.093 -3.993 8.171 0.453
H -1.550 -5.022 6.955 0.226
H -2.158 -2.542 5.271 -0.356
H -3.043 -3.003 6.666 0.393
H -4.600 -3.235 4.693 0.453
H -4.285 -4.567 3.665 0.225
H -3.337 -3.042 3.573 -0.218
H -0.454 -4.906 4.770 0.189
H 0.629 -4.599 5.942 0.200
C 2.867 -1.085 3.675 -1.646
C 1.490 -0.820 4.192 0.739
C 1.137 0.651 4.025 0.521
O -0.236 0.885 4.142 1.024
C -0.747 1.048 5.445 -0.466
N 0.521 -1.608 3.418 0.188
H 3.032 -2.168 3.863 0.412
H 3.689 -0.574 4.223 0.461
H 2.897 -0.961 2.576 0.223
H 1.491 -1.042 5.289 -0.068
H 1.352 0.901 2.978 -1.364
H 1.854 1.293 4.604 0.500
H -0.560 0.171 6.028 0.027
H -1.796 1.190 5.414 -0.003
H -0.254 1.893 5.939 0.031
H -0.382 -1.625 3.892 -0.534
H 0.894 -2.560 3.316 -0.102
C 1.039 4.481 -2.478 -1.657
C -0.426 4.430 -2.888 2.731
C -1.423 5.055 -1.924 -0.425
O -1.153 6.430 -1.623 -0.401
C -1.754 6.777 -0.403 -0.475
N -0.584 5.080 -4.236 -0.771
H 1.176 3.887 -1.608 0.015
H 1.275 5.518 -2.304 0.556
H 1.630 4.199 -3.337 0.562
H -0.710 3.386 -3.080 -1.750
H -1.429 4.381 -1.018 0.169
H -2.457 4.972 -2.415 0.316
H -2.822 6.505 -0.487 0.325
H -1.771 7.918 -0.325 0.244
H -1.160 6.388 0.451 0.051
H -1.511 5.452 -4.414 0.269
H -0.035 5.891 -4.260 0.278
C 2.981 -2.443 -5.916 -2.009
C 1.846 -1.849 -5.078 2.298
C 1.914 -0.310 -5.134 -0.619
O 3.142 0.096 -4.531 -0.165
C 3.390 1.497 -4.621 -0.585
N 0.487 -2.179 -5.577 -0.458
H 3.960 -2.079 -5.651 0.279
H 2.843 -2.129 -6.941 0.503
H 3.022 -3.542 -5.882 0.376
H 1.968 -2.235 -4.058 -1.000
H 1.053 0.121 -4.614 -0.240
H 1.927 0.028 -6.178 0.913
H 4.428 1.712 -4.319 0.020
H 2.698 2.082 -3.961 0.200
H 3.276 1.855 -5.641 0.383
H 0.535 -3.165 -5.752 0.336
H -0.242 -2.228 -4.888 -0.110
C 5.889 -0.363 -1.998 -1.385
C 4.971 -1.436 -1.545 2.547
C 4.756 -2.477 -2.657 -0.530
O 4.117 -3.616 -2.101 0.185
C 4.093 -4.704 -2.979 -0.616
N 5.518 -2.064 -0.378 -0.735
H 6.007 0.566 -1.374 0.114
H 5.594 -0.070 -3.000 0.213
H 6.915 -0.784 -2.028 0.440
H 3.990 -1.092 -1.259 -1.657
H 5.743 -2.746 -3.101 0.534
H 4.225 -2.026 -3.527 -0.158
H 5.125 -5.068 -3.151 0.314
H 3.769 -4.278 -3.980 0.069
H 3.408 -5.429 -2.613 0.115
H 5.008 -2.894 0.006 -0.028
H 6.478 -2.421 -0.567 0.351
C 0.508 4.323 5.813 -1.685
C 1.391 5.089 4.769 1.262
C 2.786 5.294 5.421 -1.077
C 3.817 5.730 4.328 -0.778
C 3.931 4.781 3.163 -1.090
C 2.560 4.528 2.529 1.596
N 1.640 4.203 3.617 0.727
O 0.391 3.929 3.042 0.549
C 2.215 5.727 1.649 -1.415
C 2.609 3.302 1.559 -2.154
C 0.750 6.464 4.427 -1.896
H 0.457 4.970 6.687 0.542
H 1.110 3.451 6.220 0.272
H -0.521 4.079 5.530 0.167
H 2.861 6.022 6.208 0.438
H 3.158 4.330 5.876 0.269
H 4.846 5.816 4.711 0.444
H 3.558 6.744 3.940 0.272
H 4.332 3.808 3.549 0.338
H 4.633 5.147 2.422 0.451
H 2.824 5.795 0.756 0.361
H 1.179 5.509 1.337 0.242
H 2.193 6.693 2.219 0.232
H 3.579 3.282 0.993 0.389
H 2.398 2.381 2.096 0.196
H 1.811 3.367 0.835 0.307
H -0.245 6.432 4.142 0.372
H 1.431 6.956 3.805 0.529
H 0.780 7.055 5.345 0.430
H 0.262 3.003 3.254 -0.356
C 1.840 -0.444 0.133 -2.081
C 0.555 -0.556 -0.649 3.142
C 0.774 -1.662 -1.663 0.753
C -0.547 -2.102 -2.424 -0.477
C -1.416 -2.681 -1.299 -0.636
C -1.674 -1.644 -0.197 2.935
N -0.369 -1.151 0.312 0.266
O -0.628 -0.231 1.430 1.044
C -2.705 -0.626 -0.644 -0.471
C -2.311 -2.425 0.948 -1.322
C 0.108 0.788 -1.193 -0.664
H 2.148 -1.391 0.467 0.348
H 1.638 0.153 0.994 -0.778
H 2.562 0.102 -0.480 0.439
H 1.512 -1.236 -2.385 -1.249
H 1.189 -2.614 -1.222 -0.549
H -0.213 -2.878 -3.038 1.340
H -1.082 -1.322 -2.928 -0.692
H -0.873 -3.513 -0.813 -1.183
H -2.344 -3.007 -1.725 0.465
H -2.525 -0.264 -1.662 -0.440
H -3.705 -1.076 -0.666 0.149
H -2.778 0.252 0.036 -0.636
H -1.574 -3.078 1.398 0.412
H -2.706 -1.679 1.657 -0.859
H -3.188 -2.934 0.568 0.785
H 0.806 1.221 -1.891 0.226
H 0.039 1.573 -0.394 -0.047
H -0.807 0.759 -1.793 -0.204
H -0.239 -0.778 2.132 -0.280
```

***

No. 3
The following is a quantum chemistry calculation of a single C4H9NO molecule, from the Open Molecules 2025 dataset.

LUMO, hartree: 0.0364
Net charge: 0

XYZ file:
```
15
Properties=species:S:1:pos:R:3:mulliken_charge:R:1
C -1.456 0.542 -2.078 -0.701
O -0.765 -0.019 -0.995 -0.359
C 0.580 0.426 -0.912 0.008
C 1.277 0.107 0.378 -0.851
C 0.818 -0.809 2.576 -0.795
N 0.469 -0.513 1.198 0.133
H -1.030 0.222 -3.041 0.278
H -1.433 1.643 -2.039 0.306
H -2.495 0.207 -2.020 0.233
H 0.616 1.526 -0.996 0.298
H 1.172 0.030 -1.753 0.322
H 1.832 -0.440 2.739 0.350
H 0.127 -0.289 3.249 0.281
H 0.771 -1.883 2.783 0.280
H -0.483 -0.750 0.911 0.217
```

***

No. 4
The following is a quantum chemistry calculation of a single C12H11N3O molecule in a non-equilibrium geometry, from the Open Molecules 2025 dataset.

LUMO, hartree: 0.0256
Net charge: 0

XYZ file:
```
27
Properties=species:S:1:pos:R:3:mulliken_charge:R:1
N 1.685 -2.936 2.677 -0.711
N 0.418 -3.386 0.647 -0.675
O 2.268 -0.961 3.376 -0.515
C 0.933 -3.737 1.859 -0.260
C 1.685 -1.695 2.408 0.348
C 0.489 -2.042 0.387 0.183
C -1.965 3.121 -2.356 -0.582
C -2.465 2.469 -1.204 -0.572
C -0.730 2.581 -2.785 -0.329
C -1.752 1.469 -0.477 -0.360
C 0.027 1.708 -2.115 -0.449
C -0.456 1.159 -0.891 0.011
C 1.013 -1.193 1.348 0.261
N 0.329 0.123 -0.277 0.247
C 0.053 -1.257 -0.776 -0.137
C 0.856 0.215 1.102 -0.078
H 2.468 -1.618 4.032 0.383
H 0.798 -4.761 2.051 0.449
H -2.354 4.064 -2.771 0.375
H -3.462 2.752 -0.977 0.365
H -0.274 3.124 -3.556 0.320
H -2.232 1.085 0.363 0.502
H 1.105 1.563 -2.469 0.294
H 0.672 -1.601 -1.618 0.209
H -1.051 -1.484 -0.951 0.229
H 0.051 0.576 1.853 0.226
H 1.892 0.664 1.121 0.269
```

***

Looking at E for the records above, in order, we have -140450.446, -112851.193, -7829.079, -19138.530 eV.